# 1
{"formula": "C5H3O5S", "method": "ωB97M-V/def2-TZVPD", "elements": ["C", "C", "C", "C", "C", "O", "O", "O", "O", "O", "S", "H", "H", "H"], "coordinates": [[-1.19121, -2.04311, 1.01961], [-0.64374, -0.89115, 0.41731], [0.13249, -0.04211, 1.41370], [-2.29404, -1.89498, -2.20883], [0.58129, 1.49926, -0.45703], [0.81474, 1.00338, 0.88436], [-3.13076, -1.11990, -2.25062], [0.31389, -0.22364, 2.62698], [-1.52510, -2.67983, -2.49194], [-0.66839, -0.59293, -0.77458], [-2.51398, -2.84202, 0.49410], [-0.73443, -2.27014, 1.99806], [1.42095, 1.75926, -1.05488], [-0.37060, 1.24673, -0.81054]], "atomic_forces_ev_per_a": [[0.51, 0.43, 1.39], [0.62, -0.76, 1.60], [1.17, 0.09, 1.69], [-0.41, 0.43, -0.55], [0.13, -0.32, 2.82], [0.32, 1.17, -2.23], [-2.07, 2.05, 0.54], [-0.82, -0.02, -2.31], [2.49, -2.52, -0.40], [-0.70, -0.07, -1.27], [-0.75, -0.91, -0.29], [-0.43, 0.05, -0.41], [0.69, 0.00, 0.09], [-0.73, 0.38, -0.68]], "charge": -1, "orbital_gap_ev": [7.36, 6.72]}

***

# 2
{"formula": "C5H3O6V", "method": "ωB97M-V/def2-TZVPD", "elements": ["O", "C", "V", "C", "O", "C", "O", "C", "O", "C", "O", "H", "O", "H", "H"], "coordinates": [[-0.29094, 2.46529, -5.18646], [-0.30551, 2.44940, -4.02576], [-0.31147, 0.24761, 0.09246], [-0.35839, 0.60105, 1.92925], [-0.35671, 0.78828, 3.09497], [-0.30120, -1.63178, 0.19751], [-0.24701, -2.79883, 0.26340], [1.56538, 0.24766, -0.11927], [2.72204, 0.18784, -0.23571], [-2.11679, 0.16528, -0.14280], [-3.27917, 0.10385, -0.35707], [-0.25145, -0.06977, -1.44210], [1.07252, -0.87346, 1.62593], [0.69584, -1.47901, 2.24238], [1.76286, -0.40340, 2.06328]], "atomic_forces_ev_per_a": [[-0.06, -0.05, 4.38], [0.06, 0.03, -4.34], [0.49, 2.54, -1.51], [-1.45, 3.15, 9.52], [-0.10, -0.83, -5.05], [-0.88, -7.91, -0.97], [-0.29, 4.88, -0.32], [8.77, 0.85, -2.77], [-4.47, 0.19, 0.42], [-10.66, -0.39, -2.53], [5.79, 0.27, 1.22], [-0.20, -0.48, -1.55], [1.88, -1.51, 1.27], [-0.23, -1.16, 1.25], [1.35, 0.41, 1.00]], "charge": 1, "multiplicity": 4, "orbital_gap_ev": [8.23, 7.91]}

***

# 3
{"formula": "C5H4", "method": "ωB97M-V/def2-TZVPD", "elements": ["C", "C", "C", "C", "C", "H", "H", "H", "H"], "coordinates": [[0.34232, -0.81965, 3.09733], [0.27510, -0.39386, 1.96070], [0.12632, -0.08680, 0.59699], [0.09579, 0.24944, -0.58984], [-0.18347, 0.49175, -2.01798], [0.17107, -0.93080, 4.13030], [-0.52691, -0.57152, -2.32465], [-1.00383, 1.27074, -2.23133], [0.70361, 0.79069, -2.62153]], "atomic_forces_ev_per_a": [[-0.45, 1.13, -1.51], [-0.16, -0.67, -0.21], [0.53, 0.81, -1.64], [-0.33, -0.21, 2.39], [-0.83, -0.94, -0.51], [0.26, -0.34, 0.49], [0.36, 1.91, -0.23], [1.14, -1.33, 0.62], [-0.52, -0.36, 0.61]], "smiles": "C#CC#CC", "orbital_gap_ev": 10.14}

***

# 4
{"formula": "C5H40N3O12", "method": "ωB97M-V/def2-TZVPD", "elements": ["N", "C", "C", "N", "C", "C", "N", "C", "H", "H", "H", "H", "H", "H", "H", "H", "H", "H", "H", "H", "H", "H", "H", "H", "H", "H", "O", "H", "H", "O", "H", "H", "O", "H", "H", "O", "H", "H", "O", "H", "H", "O", "H", "H", "O", "H", "H", "O", "H", "H", "O", "H", "H", "O", "H", "H", "O", "H", "H", "O"], "coordinates": [[2.84283, 2.07761, 0.38893], [1.38470, 2.65219, 0.17567], [0.42842, 1.69023, -0.47133], [0.62645, 0.23327, -0.09978], [-0.18661, -0.23217, 1.12950], [0.68699, -1.15372, 1.97989], [0.42660, -2.61224, 1.64361], [0.93931, -3.36858, 2.79259], [3.55927, 2.83190, 0.50646], [2.77605, 1.45186, 1.19372], [3.12719, 1.34397, -0.32613], [1.00500, 2.97453, 1.17262], [1.47860, 3.53142, -0.50670], [-0.55115, 2.05248, -0.37660], [0.41439, 1.65103, -1.62562], [0.35535, -0.36975, -0.94809], [-0.51839, 0.71692, 1.74245], [-1.24438, -0.70533, 0.76880], [1.76539, -0.95907, 1.83810], [0.47729, -0.89813, 3.03835], [-0.53119, -2.83886, 1.40757], [1.21083, -4.34490, 2.30820], [0.17912, -3.55713, 3.57394], [1.93644, -2.98105, 3.03523], [-2.44541, -0.79957, -2.68716], [-1.96531, -1.38690, -4.02429], [-1.71434, -0.83021, -3.30011], [1.04547, -1.19954, -3.01858], [0.02975, -0.02133, -3.20201], [0.97133, -0.18800, -3.06344], [-4.21954, 2.68129, -0.35503], [-2.99776, 2.12136, -1.13887], [-3.45016, 2.02295, -0.28913], [-3.31301, 0.86019, 2.82362], [-3.11562, 1.66515, 1.46081], [-2.81868, 1.56129, 2.41494], [2.83967, 1.39243, 4.24183], [1.71302, 1.69557, 3.22211], [2.57291, 1.67173, 3.32672], [-2.28965, 1.58127, -3.02411], [-2.81236, 2.91437, -3.26587], [-2.34585, 2.40186, -2.61494], [-4.30941, -0.84361, -0.85058], [-3.41365, 0.36150, -0.87943], [-3.49164, -0.46876, -1.23977], [0.74487, -3.82269, -2.38624], [1.56274, -2.88380, -1.41776], [0.90652, -2.95456, -2.13287], [3.86961, -0.26940, -1.94646], [2.41050, 0.19402, -2.12394], [3.25512, 0.42982, -1.75375], [-1.04171, -3.02401, -1.36602], [-2.31808, -2.33339, -0.79202], [-1.67705, -3.19407, -0.77280], [2.22504, -2.36180, 0.50640], [2.78473, -1.27578, -0.40416], [2.73173, -2.19060, -0.30485], [-0.90378, 3.02555, 3.95224], [-1.27852, 1.91526, 2.99690], [-0.56857, 2.30051, 3.44362]], "atomic_forces_ev_per_a": [[-1.16, -0.22, -0.33], [1.18, 0.74, -0.15], [0.77, -3.02, -2.77], [-1.78, -0.01, -0.11], [-1.27, 1.71, -1.18], [-1.81, -0.81, -0.21], [1.59, 2.19, 1.20], [0.13, -2.30, -2.16], [-0.90, -1.04, 0.07], [0.32, 0.65, 0.82], [-0.31, 1.03, -0.60], [0.55, -0.23, -0.63], [0.07, -0.55, 0.80], [-1.62, 0.55, 1.09], [1.08, 0.49, 1.62], [0.61, 1.34, 1.75], [0.95, -1.91, -1.35], [2.58, 0.76, 0.97], [-0.50, 0.11, -0.09], [-0.01, -0.50, -0.20], [-0.03, 0.28, 0.01], [-0.38, 0.25, 1.01], [0.84, 0.46, 0.09], [-0.60, 0.20, 0.74], [-0.73, -0.20, 0.56], [-0.23, -0.45, -0.60], [0.78, 0.81, 0.01], [-0.43, 1.55, -0.10], [-0.07, -0.32, -0.10], [0.54, -1.76, 0.06], [1.62, -1.49, 0.23], [0.40, 0.60, -0.56], [-2.17, 1.48, 0.77], [-0.43, -0.44, 0.10], [0.41, -0.24, 1.36], [-0.39, 0.52, -1.65], [-0.85, 0.44, -1.48], [-7.24, 0.19, 0.02], [7.80, -0.58, 1.38], [0.48, -2.83, -1.23], [-0.34, 0.77, -0.32], [0.16, 1.85, 1.03], [0.67, 0.28, -0.49], [0.06, 3.31, 1.68], [-0.97, -4.15, -1.09], [-0.06, -2.46, -0.55], [0.22, -0.24, 0.12], [-0.14, 2.81, 0.13], [0.45, -0.41, -0.33], [-1.23, -0.21, -0.80], [1.04, 0.70, 1.03], [4.01, 1.24, -3.54], [2.43, -3.10, -0.08], [-6.47, 2.08, 3.76], [-0.29, -0.06, -0.17], [-0.10, 2.55, -0.14], [0.16, -2.67, 0.34], [-0.35, 0.50, 0.35], [-2.39, -0.81, -1.05], [3.34, 0.59, 0.94]], "charge": 1, "orbital_gap_ev": 8.88}

***

# 5
{"formula": "C5H41NO15", "method": "ωB97M-V/def2-TZVPD", "elements": ["C", "C", "N", "C", "C", "C", "O", "H", "H", "H", "H", "H", "H", "H", "H", "H", "H", "H", "H", "H", "H", "H", "O", "H", "H", "O", "H", "H", "O", "H", "H", "O", "H", "H", "O", "H", "H", "O", "H", "H", "O", "H", "H", "O", "H", "H", "O", "H", "H", "O", "H", "H", "O", "H", "H", "O", "H", "H", "O", "H", "H", "O"], "coordinates": [[-0.60009, -1.59019, -2.36703], [-0.85886, -0.49545, -1.34062], [-0.01083, -0.71095, -0.15631], [0.86960, 1.51607, 0.42531], [-0.06143, 0.38200, 0.82318], [0.36227, -0.17003, 2.20798], [-0.44370, 0.40049, 3.24973], [-0.74359, -2.56912, -1.90799], [-1.28817, -1.49206, -3.21230], [0.41397, -1.58618, -2.77331], [-0.72664, 0.48467, -1.79782], [-1.90188, -0.55904, -1.02729], [0.94552, -0.89441, -0.45389], [0.60557, 1.91586, -0.55113], [0.82145, 2.37109, 1.10223], [1.91299, 1.19754, 0.37088], [-1.10115, 0.72045, 0.92580], [1.37583, 0.10287, 2.46912], [0.26299, -1.25107, 2.25803], [-1.32422, -0.04542, 3.23121], [-2.59798, 3.38087, -0.73869], [-3.55811, 3.82311, -1.86126], [-3.03354, 3.07901, -1.54349], [-4.77079, 0.46621, 0.77446], [-3.45438, 0.91537, 0.11834], [-3.86784, 0.18186, 0.58626], [2.89748, 2.38805, 1.18775], [1.89817, 2.36864, 2.37394], [2.74793, 2.02325, 2.07712], [2.46635, 2.04269, -1.38944], [3.32518, 1.22226, -0.39586], [3.18385, 2.11895, -0.72774], [-2.47131, -3.30521, 0.00467], [-3.52271, -2.18740, -0.05659], [-3.34702, -3.08622, -0.35125], [-2.26177, -1.85012, 2.53029], [-3.11835, -0.63773, 2.06658], [-2.68316, -1.03714, 2.84270], [2.86857, 0.36525, 1.33415], [2.57810, -1.21466, 1.11820], [2.94450, -0.39165, 0.71756], [-1.72729, 2.72371, -2.66858], [-1.32866, 2.44210, -4.15574], [-0.97299, 2.70804, -3.30123], [1.64427, -4.02628, -1.70061], [1.48065, -2.49788, -1.34718], [1.26565, -3.41997, -1.06045], [-0.58796, -2.23899, 0.50763], [-0.16020, -3.68598, 0.21121], [-0.64340, -3.16396, 0.87195], [0.47370, 1.85041, -2.88833], [1.86878, 1.71347, -3.54257], [1.39882, 1.51535, -2.72599], [0.98073, -2.82190, 1.58219], [2.16837, -3.19972, 0.77371], [1.94202, -2.69765, 1.57469], [0.46065, 3.26658, 4.15852], [0.03131, 2.05854, 3.30691], [0.42013, 2.96151, 3.24699], [2.57068, -0.74133, -0.95366], [1.84116, -0.15651, -2.23241], [2.14078, -0.98205, -1.80056]], "atomic_forces_ev_per_a": [[-0.43, -0.10, -0.49], [0.42, -0.47, 0.06], [-1.16, 0.11, 0.00], [-1.10, 0.45, -0.55], [0.93, -0.44, 0.38], [-1.01, 0.37, 0.52], [-0.07, 0.02, 0.04], [-0.22, 0.13, -0.17], [-0.06, -0.04, 0.15], [-0.47, 0.17, 0.03], [0.12, 0.22, 0.02], [-0.09, -0.01, 0.07], [-0.71, 0.42, 0.26], [-0.27, -0.06, -0.15], [-0.51, -0.25, -0.36], [-2.41, 0.12, -0.08], [0.09, -0.12, -0.08], [0.04, -0.09, -0.02], [-0.03, 0.13, -0.07], [0.36, 0.24, -0.04], [0.02, 0.17, 0.03], [0.02, 0.00, 0.09], [-0.09, -0.17, 0.16], [0.07, -0.04, -0.06], [-0.02, 0.00, -0.09], [-0.17, 0.00, 0.03], [0.10, 0.32, 0.38], [0.05, 0.31, 0.50], [1.68, 0.00, 0.46], [0.43, 0.01, 0.33], [0.43, 0.03, -0.54], [0.90, 0.46, -0.57], [-0.07, 0.08, 0.13], [0.01, 0.06, 0.00], [0.01, -0.05, -0.07], [-0.17, -0.02, -0.02], [0.14, -0.15, 0.10], [-0.02, -0.10, -0.12], [0.25, -0.49, 0.47], [0.11, 0.12, 0.38], [0.85, -0.41, -0.25], [0.25, 0.04, -0.39], [-0.07, 0.00, 0.09], [-0.13, -0.09, 0.08], [0.10, 0.12, -0.16], [0.10, -0.69, -0.28], [0.35, -0.15, 0.21], [0.35, 0.11, -0.18], [-0.07, 0.13, -0.03], [-0.65, -0.27, 0.24], [0.54, -0.06, 0.13], [0.13, 0.04, -0.04], [-0.57, 0.14, -0.60], [-0.27, -0.08, 0.17], [0.09, 0.00, 0.16], [0.67, -0.34, -0.22], [0.12, 0.04, -0.04], [-0.20, 0.04, 0.10], [-0.21, -0.06, 0.11], [0.42, 0.34, -0.25], [0.08, -0.12, 0.27], [0.99, -0.09, -0.24]], "orbital_gap_ev": 8.50}

***

# 6
{"formula": "C5H4AuBrNOSe4", "method": "ωB97M-V/def2-TZVPD", "elements": ["Au", "Se", "Se", "Se", "Se", "O", "C", "C", "C", "N", "C", "Br", "C", "H", "H", "H", "H"], "coordinates": [[-0.69117, 1.17247, -2.02561], [-0.59675, 1.89242, -4.28318], [1.04157, 0.38854, -5.04044], [3.10109, 1.44571, -4.88903], [4.43433, 0.20190, -3.65588], [-0.54693, -1.53977, 3.75264], [-0.59025, -0.82160, 2.53164], [-1.75600, -0.62970, 1.80799], [-1.72988, -0.04352, 0.56075], [-0.56642, 0.37724, 0.02795], [0.53614, 0.20826, 0.70158], [2.05834, 0.86332, -0.12943], [0.60525, -0.37479, 1.97675], [-1.50838, -1.42932, 4.13540], [-2.70411, -1.07868, 2.01894], [-2.61261, 0.02781, -0.02315], [1.52577, -0.66028, 2.53308]], "atomic_forces_ev_per_a": [[0.38, -0.39, 0.57], [0.33, 0.03, 0.25], [-0.94, -0.72, 0.06], [0.82, 0.85, -0.20], [-0.24, -0.09, 0.11], [-2.99, 2.11, -1.32], [0.57, -1.12, 1.52], [-0.82, -0.11, -1.01], [1.32, -0.39, 1.21], [-1.93, 0.59, -1.64], [1.18, -0.31, 1.59], [0.73, 0.09, -0.14], [0.27, -0.70, 0.20], [2.73, -0.63, -0.81], [-0.32, -0.11, 0.86], [-0.53, 0.18, -0.44], [-0.57, 0.74, -0.80]], "charge": 1, "multiplicity": 3, "orbital_gap_ev": [7.68, 5.16]}

***

E
In order: -966.70757, -1587.31037, -192.77989, -1281.38366, -1398.45151, -12638.10368
Unit: Ha